Molecular formula: C31H68BN17O14P2
Method: DFT, wB97M-V/def2-TZVPD

Structure (ORCA input):
```
! RIJCOSX wB97M-V def2-TZVPD def2/J DEFGRID3
* xyz 0 1
C 6.39764 -2.64014 3.60446
C 6.43246 -2.57857 1.95524
O 5.33590 -1.76537 1.39219
C 5.93087 -0.86142 0.39057
C 4.87188 0.24622 -0.21537
C 3.39481 -0.40018 -0.56517
C 2.21990 0.06362 0.50246
C 1.21370 1.19587 -0.16807
C -0.38246 0.72896 0.01092
N -0.98968 0.97292 1.36369
C -2.42391 0.52631 1.30386
C -3.31192 0.74633 2.70391
P -2.39712 1.54477 4.22786
N -3.29893 2.94964 4.85663
O -2.32564 0.38873 5.56383
C -4.91254 0.30004 2.83838
P -5.70737 0.64170 4.56480
C -6.73832 2.27632 4.32934
O -6.77541 -0.64175 5.05875
C -5.68774 -0.33935 1.54360
B -7.30905 -0.74231 1.66564
C -7.87435 -2.18786 2.20902
O -8.33714 0.26063 1.22752
C -4.81913 -0.55729 0.13136
C -5.50339 -1.23829 -1.23444
C -4.88363 -2.73244 -1.50016
O -4.39847 -3.41584 -0.26693
C -4.41845 -4.90142 -0.47323
O -4.06821 -5.50014 -1.61651
C -4.96911 -5.77873 0.82555
C -6.62452 -5.79740 0.83570
C -3.21535 -0.11088 0.03377
N -2.52978 -0.36998 -1.27830
C -1.09053 0.05992 -1.29110
C -0.26328 -0.16671 -2.72110
C -0.70960 0.97059 -3.86357
O -1.07803 2.25139 -3.23079
H 6.78367 -3.70646 3.97378
H 7.11360 -1.82652 4.08743
H 5.31600 -2.51968 4.06351
H 7.50207 -2.16349 1.66420
H 6.33180 -3.70409 1.58492
H 6.39869 -1.48364 -0.49020
H 6.81528 -0.24539 0.88225
H 4.82346 1.20431 0.45546
H 5.32291 0.60092 -1.26154
H 3.39127 -1.57144 -0.57624
H 3.11266 -0.05692 -1.66834
H 2.70531 0.55999 1.44823
H 1.62961 -0.88619 0.85993
H 1.49599 1.44437 -1.27594
H 1.33774 2.21903 0.43450
H -2.63744 3.64949 5.26647
H -3.87758 2.61852 5.68636
H -2.86039 -0.43089 5.34818
H -6.16429 2.89256 3.48701
H -7.81565 2.05507 3.93104
H -6.72852 2.93500 5.32079
H -7.63735 -0.20084 5.38606
H -7.65772 -2.41738 3.33604
H -7.48452 -3.01656 1.46448
H -9.05317 -2.17889 2.09215
H -8.63239 -0.11406 0.32452
H -6.67142 -1.17236 -1.24304
H -5.13519 -0.55855 -2.14430
H -3.90750 -2.57588 -2.16822
H -5.60582 -3.44131 -2.09437
H -4.59606 -5.20554 1.78032
H -4.49974 -6.85198 0.81754
H -7.02146 -6.89288 0.70592
H -7.02082 -5.10806 -0.04217
H -6.97499 -5.42012 1.90178
H -0.60543 -1.21004 -3.13305
H 0.90227 -0.21392 -2.57587
H -1.65593 0.60754 -4.49418
H 0.15463 1.09899 -4.67090
H -2.06654 2.27468 -3.04236
N -2.08306 -4.17555 2.40883
C -1.60197 -4.09296 3.66240
N -0.70240 -5.04166 3.97922
O -1.95318 -3.22745 4.44850
H -1.80600 -4.88088 1.74711
H -2.76275 -3.48027 2.12962
H -0.31536 -5.01558 4.91359
H -0.40066 -5.76253 3.34566
N -9.34106 5.27986 3.64884
C -10.18492 4.29723 4.01227
N -10.93947 3.80997 3.01083
O -10.25982 3.88155 5.15768
H -9.26504 5.63545 2.71080
H -8.75468 5.67449 4.37255
H -11.58826 3.06883 3.24172
H -10.89212 4.13927 2.06140
N 7.02385 1.55767 -4.85722
C 6.18000 0.57505 -4.49379
N 5.42544 0.08778 -5.49522
O 6.10510 0.15936 -3.34837
H 7.09987 1.91327 -5.79525
H 7.61023 1.95231 -4.13350
H 4.77665 -0.65336 -5.26433
H 5.47280 0.41709 -6.44466
N 8.72580 5.44249 -5.49748
C 8.28546 4.48264 -6.33085
N 7.91903 4.92412 -7.54758
O 8.22348 3.30662 -6.00907
H 8.78412 6.41605 -5.74428
H 9.01173 5.15276 -4.57139
H 7.58147 4.23371 -8.20555
H 7.96284 5.88839 -7.83108
N 9.18185 -0.76536 -3.26476
C 9.66295 -0.68277 -2.01119
N 10.56251 -1.63148 -1.69437
O 9.31174 0.18273 -1.22510
H 9.45891 -1.47070 -3.92648
H 8.50216 -0.07009 -3.54397
H 10.94956 -1.60540 -0.76000
H 10.86425 -2.35235 -2.32793
N 4.38185 -0.06536 -11.08784
C 4.86295 0.01723 -9.83427
N 5.76251 -0.93148 -9.51744
O 4.51174 0.88273 -9.04817
H 4.65891 -0.77070 -11.74956
H 3.70216 0.62991 -11.36705
H 6.14956 -0.90540 -8.58308
H 6.06425 -1.65235 -10.15101
N -1.32191 4.24064 9.28557
C -1.03214 4.23875 7.97189
N 0.22485 3.86062 7.67758
O -1.84389 4.55449 7.11646
H -0.66693 3.98386 10.00474
H -2.25773 4.51896 9.55039
H 0.48414 3.84540 6.69980
H 0.90754 3.59708 8.36794
*
```

Values from the calculation:
SMILES   CCOCCCCCc1nc2c(P(N)O)c(P(C)O)c(B(C)O)c(CCOC(=O)CC)c2nc1CCO.NC(N)=O.NC(N)=O.NC(N)=O.NC(N)=O.NC(N)=O.NC(N)=O.NC(N)=O
HOMO level   -7.05 eV
Kohn-Sham gap   6.3 eV
Total energy   -3913.4277 a.u.